154
Properties=species:S:1:pos:R:3 method="wB97M-V/def2-TZVPD" total_charge=+1 homo_energy_ev=-10.42 homo_lumo_gap_ev=6.511
C 1.6947 -2.1557 2.1370
C 1.0546 -2.9601 1.1463
C 0.7754 -3.6387 -0.3567
N 1.0189 -2.6871 -1.5014
C 2.0131 -1.5405 -1.2195
N 3.3167 -1.6516 -0.7825
N 1.1763 -0.3402 -1.6150
C 0.5039 -0.8251 -2.9172
C -0.5937 0.3577 -3.2061
C 0.0269 1.7770 -3.7383
C 0.6590 2.7327 -2.5384
C 2.1816 3.2936 -2.8990
O 3.2889 2.5787 -2.5620
O 2.3256 4.6131 -3.5787
P 1.9647 -0.9083 -4.1390
N 1.2666 -0.6650 -5.7901
O 2.7139 -2.4758 -4.2155
C -0.1574 -2.2518 -2.3465
O -1.2390 -1.9699 -1.3927
C -2.5758 -2.1139 -1.9847
C -3.6524 -1.7707 -0.7513
N -4.5589 -0.6002 -1.0548
C -3.8172 0.7099 -1.1849
C -2.8261 1.0794 0.0698
C -2.2671 2.6347 -0.0196
O -3.4351 0.7748 1.4073
P -0.3107 -3.6863 -3.5987
O -1.0931 -5.0580 -2.8375
Cl -1.5535 -2.9919 -5.2313
H 2.3415 -1.5296 2.9208
H -0.2761 -4.1485 -0.3346
H 1.5642 -4.5265 -0.4800
H 3.9356 -0.8040 -0.7257
H 3.7683 -2.5895 -0.5610
H 0.5220 -0.0298 -0.8634
H -1.3870 -0.0642 -3.9694
H -1.1262 0.5720 -2.1595
H -0.8931 2.3963 -4.1795
H 0.7887 1.6809 -4.6332
H -0.0178 3.7117 -2.4604
H 0.5953 2.2310 -1.4668
H 1.5315 5.1971 -3.3848
H 0.2266 -0.6006 -5.7300
H 1.7002 0.2454 -6.1061
H 2.2857 -2.9841 -4.9666
H -2.8550 -3.1954 -2.3363
H -2.7853 -1.3375 -2.8656
H -4.3692 -2.7179 -0.6253
H -3.0736 -1.6900 0.2772
H -5.3826 -0.5469 -0.4163
H -3.2968 0.7459 -2.2364
H -4.6530 1.5625 -1.2027
H -1.9019 0.3291 -0.0091
H -1.1416 2.6077 0.3767
H -2.9422 3.3208 0.6608
H -2.3205 2.9382 -1.1720
H -2.8025 0.1190 1.8673
H -2.0051 -5.0910 -3.2839
C -4.6649 -5.4348 2.9464
C -3.6486 -4.3082 3.0923
C -4.2965 -2.9360 3.2759
C -5.0722 -2.5233 2.0985
N -5.6911 -2.2031 1.1700
H -5.2852 -5.3034 2.0544
H -4.1504 -6.3964 2.8544
H -5.3227 -5.4835 3.8201
H -2.9917 -4.3016 2.2140
H -3.0176 -4.5191 3.9630
H -3.5094 -2.1970 3.4614
H -4.9404 -2.9433 4.1627
C 3.7129 2.6951 4.1392
C 4.4251 1.6322 4.9676
C 3.8158 0.2394 4.8082
C 2.4369 0.1730 5.3106
N 1.3446 0.1252 5.7011
H 2.6705 2.8151 4.4500
H 4.2095 3.6628 4.2612
H 3.7283 2.4369 3.0754
H 4.4128 1.9316 6.0227
H 5.4754 1.5947 4.6573
H 4.4315 -0.4794 5.3598
H 3.8436 -0.0614 3.7547
C -4.1924 -2.1676 -8.0214
C -4.4134 -0.8640 -8.7799
C -3.6366 0.3126 -8.1894
C -4.0809 0.6484 -6.8299
N -4.4284 0.9065 -5.7528
H -4.5466 -2.0964 -6.9884
H -4.7404 -2.9821 -8.5051
H -3.1309 -2.4349 -8.0047
H -5.4863 -0.6373 -8.7987
H -4.0979 -1.0082 -9.8193
H -3.7754 1.1860 -8.8360
H -2.5641 0.0873 -8.1861
C 8.4974 -1.0670 0.9919
C 7.5731 -0.0842 0.2827
C 6.5681 0.5799 1.2236
C 5.6282 -0.3864 1.8078
N 4.8917 -1.1531 2.2742
H 7.9387 -1.9008 1.4282
H 9.2180 -1.4853 0.2822
H 9.0568 -0.5704 1.7913
H 7.0464 -0.6062 -0.5255
H 8.1859 0.6948 -0.1847
H 6.0034 1.3318 0.6616
H 7.0991 1.1122 2.0209
C 7.1474 -5.8550 4.6528
C 6.3903 -4.9933 3.6490
C 6.7179 -5.3370 2.1961
C 8.1227 -5.0666 1.8620
N 9.2352 -4.8595 1.6028
H 8.2289 -5.7076 4.5738
H 6.8502 -5.5934 5.6732
H 6.9315 -6.9170 4.4976
H 6.6091 -3.9368 3.8461
H 5.3155 -5.1336 3.8104
H 6.0741 -4.7414 1.5397
H 6.4840 -6.3896 2.0000
C 1.7474 -1.3448 11.2782
C 0.9903 -0.4831 10.2744
C 1.3179 -0.8269 8.8215
C 2.7227 -0.5564 8.4874
N 3.8352 -0.3494 8.2282
H 2.8289 -1.1974 11.1992
H 1.4502 -1.0833 12.2986
H 1.5315 -2.4068 11.1230
H 1.2091 0.5734 10.4715
H -0.0845 -0.6235 10.4358
H 0.6741 -0.2312 8.1651
H 1.0840 -1.8795 8.6255
C -7.4625 5.0030 -6.2783
C -5.9778 4.7084 -6.0983
C -5.1543 4.9871 -7.3556
C -5.5268 4.1086 -8.4726
N -5.8286 3.4185 -9.3560
H -7.9090 4.3630 -7.0455
H -7.9985 4.8219 -5.3414
H -7.6219 6.0476 -6.5646
H -5.8542 3.6633 -5.7895
H -5.5957 5.3313 -5.2818
H -4.0944 4.8378 -7.1224
H -5.2695 6.0360 -7.6518
C -4.0698 7.3858 2.4890
C -2.5852 7.0912 2.6689
C -1.7617 7.3699 1.4117
C -2.1342 6.4913 0.2947
N -2.4360 5.8012 -0.5887
H -4.5164 6.7457 1.7218
H -4.6059 7.2046 3.4259
H -4.2292 8.4303 2.2027
H -2.4616 6.0460 2.9777
H -2.2031 7.7141 3.4855
H -0.7018 7.2206 1.6449
H -1.8768 8.4187 1.1154

---

80
Properties=species:S:1:pos:R:3 method="wB97M-V/def2-TZVPD" smiles="CCOC(=O)OC.CCOC(=O)OC.CCOC(=O)OC.CCOC(=O)OC.CCOC(=O)OC.ClCCl" homo_energy_ev=-10.42 homo_lumo_gap_ev=10.808
C -5.4530 -11.6205 2.9700
C -5.0694 -12.5739 1.8478
O -5.2286 -11.7035 0.6919
C -6.3512 -11.5087 -0.0297
O -6.3176 -10.9628 -1.1242
O -7.4177 -11.9845 0.5210
C -8.6490 -11.8403 -0.1717
H -5.2642 -11.9921 3.9772
H -6.5314 -11.4733 3.0292
H -4.8936 -10.6892 2.8824
H -5.6873 -13.4653 1.7396
H -4.0177 -12.8563 1.8966
H -9.4835 -12.3040 0.3544
H -8.6257 -12.1996 -1.2005
H -8.9774 -10.8017 -0.2126
C -8.6922 -5.9154 4.6642
C -9.3578 -6.3026 3.3346
O -10.1204 -7.4601 3.5098
C -11.0328 -7.8113 2.7108
O -11.2674 -7.2981 1.5835
O -11.7782 -8.7958 3.3497
C -12.8568 -9.3968 2.7259
H -8.3188 -4.8935 4.7306
H -7.8382 -6.4921 5.0196
H -9.4227 -5.9037 5.4731
H -8.7574 -6.2344 2.4274
H -10.1467 -5.5549 3.2529
H -13.5114 -9.6618 3.5563
H -12.6070 -10.3310 2.2228
H -13.4788 -8.7667 2.0902
C -8.6800 -24.8170 -5.8090
C -8.7729 -23.6708 -6.8241
O -9.3099 -22.3998 -6.4027
C -10.6889 -22.1614 -6.5553
O -11.6280 -22.9377 -6.6542
O -10.7883 -20.8546 -6.3974
C -11.9350 -20.1292 -6.6481
H -7.7046 -25.2965 -5.8914
H -9.4899 -25.5067 -6.0468
H -8.8008 -24.4742 -4.7814
H -9.3917 -24.0730 -7.6262
H -7.7671 -23.6303 -7.2422
H -12.0332 -19.1406 -6.1998
H -12.8124 -20.7236 -6.3930
H -12.0057 -20.0349 -7.7317
C -20.9102 -12.7432 -4.4563
C -21.0688 -14.1758 -4.8811
O -21.3222 -14.2401 -6.3174
C -20.3523 -14.1753 -7.2344
O -19.2192 -13.9059 -7.0046
O -20.9347 -14.5085 -8.3796
C -20.2019 -14.4208 -9.6373
H -21.7924 -12.1530 -4.7038
H -20.0451 -12.2108 -4.8516
H -20.8762 -12.8295 -3.3702
H -21.9722 -14.5552 -4.4036
H -20.1942 -14.7145 -4.5164
H -19.5179 -15.2648 -9.5480
H -19.7856 -13.4197 -9.7492
H -20.9540 -14.6744 -10.3843
C -9.3031 -14.1674 -7.9661
C -9.2587 -14.6193 -9.3844
O -8.9120 -16.0036 -9.3699
C -8.8386 -16.7057 -10.5123
O -8.8038 -16.2347 -11.6506
O -8.5796 -18.0198 -10.1184
C -8.2978 -18.8851 -11.1097
H -9.2755 -13.0848 -8.0891
H -8.4428 -14.4672 -7.3677
H -10.2330 -14.4943 -7.5007
H -8.4493 -14.1347 -9.9303
H -10.2261 -14.6029 -9.8864
H -8.0235 -19.8112 -10.6046
H -7.4655 -18.4878 -11.6906
H -9.1168 -19.0645 -11.8064
Cl -14.7215 -13.5067 -2.8251
C -14.8903 -12.6332 -4.3273
Cl -13.9297 -11.1865 -4.5825
H -14.6339 -13.2894 -5.1590
H -15.9505 -12.3883 -4.3923

---

Number 1: E_LUMO -3.91 eV. Number 2: E_LUMO 0.38 eV.